C27H50N2O4OsPS2 | ωB97M-V with the def2-TZVPD basis set

Each line ends with the Mulliken charge.
Element x y z (Å)
Os 1.8019 0.0829 1.4552  1.221
N 3.9757 0.1260 1.5691  -0.784
C 4.8041 1.3664 1.5624  -0.698
C 4.3349 2.2949 0.4422  -0.645
C 2.8846 2.6239 0.7542  0.149
O 2.5926 3.5775 1.4400  -0.600
O 2.0155 1.7472 0.2784  -0.599
H 4.2718 -0.4850 2.3240  0.272
H 4.2085 -0.3772 0.7132  0.350
H 5.8504 1.0902 1.4200  0.456
H 4.7057 1.8631 2.5243  0.240
H 4.4317 1.7843 -0.5173  0.246
H 4.9277 3.2066 0.4370  0.421
O -0.2224 -0.0075 0.9161  -0.208
P -1.2419 0.4314 -0.1272  -0.013
C -2.2208 1.8166 0.5637  0.238
C -1.3849 2.7381 1.4739  -0.853
C -0.6544 3.8419 0.7154  0.349
C -1.6278 4.6618 -0.1225  -1.416
C -2.3593 3.7688 -1.1185  0.102
C -3.0958 2.6317 -0.4103  -1.547
C -0.4189 0.8620 -1.6928  1.346
C 0.7426 -0.1131 -1.9936  0.171
C 1.2138 0.0063 -3.4528  -1.070
C 1.0012 1.4228 -3.9740  -0.644
C -0.5004 1.7354 -4.0438  -1.085
C -1.2935 1.0029 -2.9474  -1.112
C -2.4092 -0.9678 -0.2250  0.089
C -1.6935 -2.3156 -0.4809  -0.034
C -1.8920 -2.7825 -1.9184  -0.398
C -3.3770 -3.0646 -2.1973  -0.838
C -4.2977 -2.1455 -1.3784  -1.133
C -3.6422 -0.7884 -1.1328  -0.688
H -2.9021 1.2537 1.2146  0.776
H -0.6806 2.1459 2.0597  -0.186
H -2.0799 3.2011 2.1818  0.586
H 0.1178 3.4041 0.0779  -0.462
H -0.1279 4.4758 1.4297  0.586
H -1.1037 5.4621 -0.6476  0.475
H -2.3601 5.1409 0.5368  0.386
H -1.6382 3.3736 -1.8389  -0.307
H -3.0835 4.3505 -1.6928  0.489
H -3.5832 1.9782 -1.1364  0.171
H -3.9011 3.0728 0.1849  0.564
H 0.0099 1.8450 -1.4675  0.094
H 0.4415 -1.1426 -1.7886  -0.328
H 1.5725 0.1140 -1.3236  -0.056
H 0.6604 -0.6943 -4.0854  0.346
H 2.2640 -0.2819 -3.5203  0.541
H 1.4540 1.5457 -4.9580  0.557
H 1.5071 2.1291 -3.3089  0.195
H -0.8941 1.4406 -5.0184  0.464
H -0.6614 2.8119 -3.9550  0.288
H -1.5754 0.0071 -3.2951  0.610
H -2.2185 1.5422 -2.7497  0.176
H -2.7632 -0.9758 0.8133  0.628
H -2.1163 -3.0656 0.1930  0.660
H -0.6364 -2.2374 -0.2206  -0.513
H -1.2956 -3.6765 -2.1128  0.597
H -1.5200 -2.0152 -2.6029  -0.232
H -3.6044 -4.1057 -1.9597  0.299
H -3.5790 -2.9386 -3.2627  0.406
H -4.5299 -2.6044 -0.4132  0.368
H -5.2491 -2.0122 -1.8939  0.469
H -4.3509 -0.1049 -0.6628  0.488
H -3.3710 -0.3503 -2.0936  0.135
S 2.2206 -2.2412 0.9642  -0.510
C 1.7001 -3.7736 1.4222  0.503
N 2.3377 -4.8579 0.9870  -0.231
C 1.6905 -6.1516 1.1710  -0.622
C 0.7350 -5.9669 2.3453  -0.563
S 0.2944 -4.1995 2.3442  -0.046
H 3.1248 -4.7437 0.3656  0.253
H 2.4407 -6.9098 1.3868  0.339
H 1.1550 -6.4356 0.2622  0.284
H 1.2003 -6.2110 3.2976  0.324
H -0.1725 -6.5521 2.2259  0.406
C 2.5227 1.7256 4.2295  -0.405
O 1.5882 0.6430 4.3197  -0.409
C 1.2567 -0.0797 3.2628  0.801
C 0.1968 -1.0486 3.7165  -0.985
H 3.5346 1.3289 4.3177  0.249
H 2.3125 2.3642 5.0822  0.388
H 2.3913 2.2849 3.3089  -0.040
H -0.1791 -0.7912 4.7058  0.424
H 0.6297 -2.0444 3.7595  0.146
H -0.6123 -1.0644 2.9862  0.143

Summary:
ΔE to the lowest compared entry with this formula, charge and spin = 7.6 kcal/mol
Strongest force on any atom = 0.86 eV Å⁻¹
LUMO level = -0.093 Eh
Gap between HOMO and LUMO = 7.7 eV
HOMO = -10.254 eV
Charge = +1